# C7H10O

One molecule with the formula C7H10O (wB97M-V/def2-TZVPD, the Open Molecules 2025 dataset).

Results
- Gap between HOMO and LUMO: 6.06 eV
- Charge: 0

Element x y z (Å)
O  3.138  -1.051  0.074
C  2.092  -1.047  -0.517
C  1.269  0.160  -0.675
C  -0.118  -0.037  -1.335
C  -1.110  -0.669  -0.449
C  -1.921  0.335  0.239
C  -1.951  1.819  1.112
C  -1.717  0.544  1.747
H  1.711  -1.942  -1.172
H  1.826  0.819  -1.351
H  1.196  0.685  0.269
H  -0.036  -0.620  -2.377
H  -0.406  0.946  -1.755
H  -1.701  -1.577  -0.600
H  -2.977  0.248  -0.019
H  -1.169  2.534  0.905
H  -0.718  0.323  2.154
H  -2.481  0.060  2.360

Atomic partial charges in e from the Löwdin method, atoms 1 to 5:
1 O 0.060
2 C -0.295
3 C -0.172
4 C -0.231
5 C 0.000

# C26H58InP4S

C26H58InP4S as an isolated structure (wB97M-V/def2-TZVPD, the Open Molecules 2025 dataset).

Results
- Gap between HOMO and LUMO: 4.93 eV
- Charge: +3

Element x y z (Å)
In  0.164  0.527  -0.316
P  -1.784  2.469  -0.194
P  -1.687  -1.170  0.564
P  1.967  1.732  -1.563
H  -0.844  -3.956  -2.697
C  0.191  -3.737  -2.990
C  1.240  -4.006  -2.189
H  1.073  -4.473  -1.203
C  -2.837  2.338  -1.706
C  -2.986  2.517  1.209
C  -1.148  4.197  -0.251
C  -1.096  -2.900  0.484
C  -2.349  -1.049  2.277
C  -3.242  -1.188  -0.392
C  3.154  0.383  -1.918
C  2.897  3.049  -0.704
C  1.120  2.515  -2.986
H  0.350  -3.360  -4.024
H  2.245  -3.655  -2.425
H  -3.585  3.138  -1.751
H  -3.355  1.368  -1.729
H  -2.196  2.405  -2.597
H  -3.679  3.373  1.147
H  -2.417  2.615  2.150
H  -3.587  1.594  1.281
H  -1.947  4.947  -0.166
H  -0.590  4.391  -1.182
H  -0.460  4.359  0.592
H  -1.969  -3.564  0.555
H  -0.421  -3.100  1.333
H  -0.565  -3.105  -0.461
H  -3.164  -1.788  2.385
H  -2.756  -0.041  2.478
H  -1.564  -1.285  3.016
H  -3.843  -2.046  -0.067
H  -3.014  -1.293  -1.461
H  -3.817  -0.267  -0.216
H  3.616  0.543  -2.904
H  2.643  -0.600  -1.944
H  3.930  0.332  -1.137
H  3.651  3.478  -1.397
H  3.462  2.644  0.162
H  2.215  3.862  -0.392
H  1.804  2.603  -3.843
H  0.761  3.511  -2.681
H  0.253  1.906  -3.330
C  1.454  -1.024  -5.863
C  0.927  -0.444  -7.044
C  1.228  -0.976  -8.298
C  2.002  -2.131  -8.433
C  2.465  -2.731  -7.251
C  2.194  -2.217  -5.976
S  1.298  -0.219  -4.308
H  0.764  -0.908  -3.182
H  0.250  0.413  -6.949
H  0.847  -0.493  -9.180
H  2.268  -2.523  -9.426
H  3.073  -3.636  -7.354
H  2.515  -2.740  -5.052
C  0.848  3.247  3.049
C  2.025  2.280  2.960
C  2.823  2.357  4.261
P  1.486  0.623  2.314
C  3.084  -0.191  1.768
C  4.349  0.138  2.549
C  2.929  -1.716  1.582
C  0.951  -0.279  3.853
C  2.016  -0.768  4.827
C  -0.162  0.456  4.624
H  0.145  2.967  3.846
H  0.290  3.318  2.107
H  1.248  4.239  3.288
H  2.696  2.631  2.153
H  2.222  2.134  5.141
H  3.712  1.733  4.282
H  3.176  3.385  4.372
H  3.208  0.255  0.758
H  4.293  -0.203  3.577
H  5.203  -0.365  2.087
H  4.559  1.205  2.542
H  1.990  -1.987  1.079
H  3.761  -2.070  0.951
H  2.970  -2.253  2.533
H  0.505  -1.181  3.389
H  2.571  0.040  5.305
H  1.509  -1.324  5.625
H  2.731  -1.445  4.371
H  -0.974  0.803  3.975
H  -0.593  -0.261  5.337
H  0.215  1.305  5.210

Atomic partial charges in e from the Löwdin method, atoms 1 to 5:
1 In 0.494
2 P 0.749
3 P 0.746
4 P 0.742
5 H 0.058

# C20H54AsF9N5O9

C20H54AsF9N5O9 as an isolated structure (wB97M-V/def2-TZVPD, the Open Molecules 2025 dataset).

Results
- Gap between HOMO and LUMO: 5.25 eV
- Charge: +1

Element x y z (Å)
C  0.450  3.635  5.526
C  0.260  2.353  4.752
C  -0.911  1.524  5.211
O  -0.959  0.429  4.327
C  -2.260  -0.022  4.031
N  0.111  2.648  3.288
H  0.829  3.311  3.003
H  0.039  1.799  2.701
H  -0.798  3.079  3.103
H  -0.496  4.171  5.678
H  1.245  4.339  5.287
H  0.650  3.401  6.579
H  1.203  1.816  4.860
H  -1.827  2.133  5.170
H  -0.803  1.207  6.251
H  -2.219  -0.755  3.234
H  -2.970  0.788  3.792
H  -2.750  -0.441  4.920
C  -3.709  1.232  -1.753
C  -3.203  2.469  -1.043
C  -4.012  3.694  -1.427
O  -5.376  3.436  -1.283
C  -6.183  4.604  -1.147
N  -3.322  2.147  0.456
H  -4.311  2.145  0.725
H  -2.914  1.207  0.553
H  -2.904  2.827  1.086
H  -4.787  1.111  -1.610
H  -3.304  0.292  -1.370
H  -3.524  1.253  -2.824
H  -2.131  2.574  -1.219
H  -3.704  3.774  -2.480
H  -3.654  4.579  -0.888
H  -5.810  5.326  -0.413
H  -7.132  4.201  -0.803
H  -6.282  5.148  -2.089
C  4.276  1.873  -1.985
C  4.193  0.685  -1.058
C  5.405  0.405  -0.209
O  5.221  -0.916  0.266
C  6.240  -1.379  1.114
N  2.989  0.849  -0.184
H  2.887  0.131  0.553
H  3.050  1.700  0.371
H  2.076  0.737  -0.655
H  5.282  2.277  -2.116
H  3.685  2.708  -1.604
H  3.910  1.659  -2.986
H  3.951  -0.283  -1.502
H  5.557  1.065  0.656
H  6.291  0.368  -0.852
H  6.398  -0.748  1.995
H  7.216  -1.443  0.612
H  5.969  -2.399  1.376
C  -0.512  -2.597  -2.613
C  -1.770  -3.017  -1.905
C  -2.519  -4.246  -2.414
O  -2.441  -4.274  -3.801
C  -3.407  -5.102  -4.404
N  -1.507  -3.174  -0.408
H  -0.924  -3.989  -0.176
H  -1.033  -2.307  -0.099
H  -2.387  -3.195  0.101
H  -0.612  -2.646  -3.693
H  0.313  -3.249  -2.327
H  -0.240  -1.585  -2.323
H  -2.495  -2.199  -1.885
H  -3.550  -4.193  -2.038
H  -2.069  -5.166  -2.004
H  -4.399  -4.963  -3.952
H  -3.146  -6.162  -4.324
H  -3.578  -4.859  -5.451
N  -0.281  0.170  0.395
O  0.487  -0.507  -0.271
O  -0.051  1.395  0.605
O  -1.422  -0.305  0.625
As  0.452  1.829  -3.228
F  -0.825  0.956  -2.387
F  -0.153  1.156  -4.679
F  1.741  2.630  -4.037
F  0.999  2.434  -1.665
F  1.552  0.497  -2.961
F  -0.572  3.218  -3.346
C  1.292  -2.961  1.273
O  2.502  -3.349  0.568
O  0.591  -4.005  1.612
C  1.780  -2.050  2.415
F  2.296  -0.864  1.899
F  0.842  -1.687  3.292
F  2.778  -2.621  3.097
C  2.672  -2.839  -0.719
C  4.027  -3.336  -1.218
H  4.468  -2.618  -1.917
H  4.773  -3.365  -0.425
H  3.922  -4.318  -1.675
H  2.733  -1.743  -0.709
H  1.889  -3.177  -1.397
H  0.657  -2.341  0.593

Atomic partial charges in e from the Löwdin method, atoms 1 to 5:
1 C -0.043
2 C -0.321
3 C -0.183
4 O -0.183
5 C -0.088

# C5H11N2

A 2-piece molecular cluster, C5H11N2 overall (wB97M-V/def2-TZVPD, the Open Molecules 2025 dataset).

Results
- Gap between HOMO and LUMO (spin up / spin down): 7.29 / 7.29 eV
- Charge: +1

Element x y z (Å)
C  0.155  -2.170  -0.441
C  -0.137  1.162  1.008
C  -0.036  0.871  -0.365
C  -0.975  0.124  -0.983
C  1.241  1.071  -1.079
N  0.395  -2.358  0.763
N  -1.094  0.866  1.874
H  0.820  1.492  1.590
H  -1.828  -0.250  -0.330
H  -0.187  -1.181  -0.917
H  -1.025  -0.020  -1.974
H  1.497  2.163  -1.177
H  1.187  0.726  -2.055
H  2.183  0.579  -0.561
H  -1.980  0.642  1.499
H  0.614  -2.930  -1.170
H  0.145  -1.958  1.584
H  -0.976  1.170  2.735

Atomic partial charges in e from the Löwdin method, atoms 1 to 5:
1 C -0.076
2 C -0.017
3 C -0.365
4 C 0.075
5 C -0.047

# C7H12

One molecule with the formula C7H12 (wB97M-V/def2-TZVPD, the Open Molecules 2025 dataset).

Results
- Gap between HOMO and LUMO (spin up / spin down): 7.86 / 7.49 eV
- Charge: 0

Element x y z (Å)
C  -1.850  -0.085  0.727
C  -1.442  -0.284  -0.696
C  -0.124  -0.115  -1.177
C  0.799  1.315  -0.692
C  1.430  1.129  0.567
C  0.950  -1.223  0.782
C  0.547  -1.259  -0.520
H  -2.880  0.285  0.773
H  -1.801  -0.996  1.340
H  -1.201  0.658  1.212
H  -2.252  -0.399  -1.416
H  -0.082  -0.169  -2.268
H  1.497  1.365  -1.532
H  0.064  2.119  -0.743
H  2.483  0.891  0.646
H  0.979  1.553  1.462
H  0.420  -0.697  1.563
H  1.618  -2.005  1.142
H  0.844  -2.081  -1.168

Atomic partial charges in e from the Löwdin method, atoms 1 to 5:
1 C -0.106
2 C -0.110
3 C -0.325
4 C -0.184
5 C -0.064

For reference, energy relative to the best compared isomer or geometry (same formula, charge and spin) by record: 729.7; 143.6; 39.0; 413.9; 469.0 kJ/mol.